[1]
Entry from OMol25: a molecular structure, C29H22BrClINOPPtS at a distorted geometry (wB97M-V/def2-TZVPD).

Computed properties:
Net charge: 0
Energy relative to the best compared isomer or geometry (same formula, charge and spin): 0.779 eV
Multiplicity: 2
Kohn-Sham gap (alpha / beta): 7.3 / 6.9 eV

Last column: Löwdin charge in e.
Cartesian coordinates (Å):
Pt -0.138 -0.523 -0.240  0.41
O -2.282 -0.921 -0.314  -0.32
N -3.013 -0.336 0.618  -0.22
C -4.363 -0.286 0.436  -0.02
C -5.175 0.287 1.368  -0.07
C -4.624 0.846 2.536  -0.06
C -3.250 0.757 2.722  -0.09
C -2.448 0.154 1.774  -0.65
S -0.751 -0.077 2.016  0.46
H -4.697 -0.751 -0.478  0.13
H -6.240 0.298 1.201  0.10
H -5.244 1.327 3.275  0.10
H -2.781 1.149 3.608  0.11
Cl 0.181 -2.672 -1.921  0.71
C 1.089 -2.054 -3.258  -0.63
C 1.211 -2.809 -4.402  -0.10
C 1.933 -2.315 -5.486  -0.06
C 2.546 -1.068 -5.399  -0.08
C 2.429 -0.319 -4.255  -0.08
C 1.667 -0.776 -3.161  -0.35
P 1.596 0.160 -1.618  0.85
C 3.132 -0.281 -0.761  -0.36
C 3.038 -1.012 0.430  -0.11
C 4.171 -1.497 1.047  -0.08
C 5.422 -1.279 0.478  -0.08
C 5.522 -0.580 -0.718  -0.08
C 4.393 -0.092 -1.341  -0.09
C 1.845 1.859 -2.222  -0.38
C 1.046 2.324 -3.267  -0.10
C 1.226 3.600 -3.765  -0.08
C 2.182 4.435 -3.206  -0.10
C 2.954 3.987 -2.147  -0.09
C 2.790 2.705 -1.653  -0.13
H 0.745 -3.779 -4.462  0.10
H 2.017 -2.899 -6.387  0.10
H 3.110 -0.690 -6.240  0.11
H 2.895 0.654 -4.194  0.10
H 2.051 -1.177 0.874  0.05
H 4.091 -2.050 1.971  0.10
H 6.309 -1.664 0.958  0.10
H 6.492 -0.417 -1.165  0.10
H 4.477 0.446 -2.273  0.10
H 0.297 1.670 -3.692  0.11
H 0.624 3.949 -4.590  0.10
H 2.316 5.437 -3.588  0.11
H 3.698 4.634 -1.704  0.11
H 3.409 2.351 -0.838  0.09
Br 0.263 5.668 -0.307  0.72
C 1.918 5.562 0.615  -0.74
C 2.768 6.658 0.616  -0.14
C 3.995 6.575 1.248  -0.09
C 4.372 5.395 1.876  -0.09
C 3.508 4.316 1.899  -0.16
C 2.276 4.390 1.270  -0.72
I 0.966 2.735 1.367  0.96
H 2.463 7.567 0.120  0.10
H 4.654 7.429 1.258  0.10
H 5.335 5.323 2.357  0.10
H 3.773 3.406 2.416  0.09

[2]
Entry from OMol25: a molecular structure, C29H22Cl4N6O2SV at a distorted geometry (wB97M-V/def2-TZVPD).

Computed properties:
Net charge: 0
Energy relative to the best compared isomer or geometry (same formula, charge and spin): 0.223 eV
Multiplicity: 4
Kohn-Sham gap (alpha / beta): 6.2 / 7.3 eV

Last column: Löwdin charge in e.
Cartesian coordinates (Å):
V -1.270 0.652 -0.761  0.53
Cl -2.952 2.352 2.434  0.58
C -4.166 1.948 1.224  -0.93
Cl -3.687 0.540 0.271  0.67
H -4.272 2.782 0.535  0.04
H -5.097 1.696 1.722  0.03
Cl -3.354 -2.461 -4.088  0.71
C -1.765 -1.767 -4.098  -0.58
C -0.877 -2.126 -5.120  -0.13
C 0.372 -1.578 -5.188  -0.62
Cl 1.441 -2.026 -6.485  0.68
C 0.807 -0.649 -4.215  -0.17
C 2.057 0.008 -4.225  -0.02
C 2.346 0.911 -3.242  -0.04
C 1.414 1.130 -2.215  -0.12
N 0.259 0.509 -2.153  0.02
C -0.080 -0.339 -3.166  -0.11
C -1.430 -0.849 -3.110  -0.40
O -2.218 -0.436 -2.183  -0.23
H -1.198 -2.831 -5.872  0.11
H 2.759 -0.196 -5.019  0.09
H 3.280 1.454 -3.236  0.11
H 1.629 1.829 -1.415  0.11
O -0.879 -1.211 0.327  -0.22
N -1.025 -2.469 0.029  -0.16
C -0.122 -3.349 0.521  0.01
C -0.223 -4.688 0.233  -0.04
C -1.262 -5.143 -0.572  -0.05
C -2.182 -4.223 -1.051  -0.03
C -2.056 -2.887 -0.733  0.00
H 0.655 -2.904 1.126  0.13
H 0.517 -5.361 0.639  0.11
H -1.348 -6.189 -0.821  0.11
H -3.003 -4.516 -1.687  0.11
H -2.711 -2.105 -1.092  0.11
N -1.738 2.480 -1.417  0.04
C -2.202 3.353 -2.043  -0.33
N -2.580 4.385 -2.673  0.06
C -3.802 4.573 -3.104  -0.43
N -4.855 4.824 -3.503  0.07
N -0.075 1.437 0.868  -0.38
S 0.179 0.683 2.237  1.03
C 1.713 -0.246 2.126  -0.39
C 2.215 -0.521 0.866  -0.09
C 3.353 -1.309 0.747  -0.07
C 3.961 -1.823 1.880  -0.08
C 3.436 -1.551 3.139  -0.07
C 2.307 -0.760 3.267  -0.08
C 0.656 1.895 3.456  -0.40
C -0.216 2.127 4.507  -0.11
C 0.084 3.116 5.433  -0.06
C 1.244 3.861 5.296  -0.07
C 2.113 3.622 4.239  -0.06
C 1.824 2.634 3.316  -0.07
H 0.616 2.171 0.728  0.03
H 1.703 -0.131 -0.008  0.08
H 3.756 -1.521 -0.234  0.11
H 4.845 -2.439 1.787  0.11
H 3.912 -1.950 4.023  0.11
H 1.903 -0.538 4.246  0.12
H -1.121 1.545 4.594  0.09
H -0.590 3.304 6.256  0.11
H 1.476 4.633 6.016  0.11
H 3.018 4.204 4.139  0.11
H 2.504 2.433 2.498  0.12

[3]
Entry from OMol25: a molecular structure, C29H22ClO4PPtS (wB97M-V/def2-TZVPD).

Computed properties:
Net charge: -1
Energy relative to the best compared isomer or geometry (same formula, charge and spin): 0.566 eV
Multiplicity: 2
Kohn-Sham gap (alpha / beta): 5.1 / 7.4 eV

Last column: Löwdin charge in e.
Cartesian coordinates (Å):
Pt -0.782 -0.166 -0.611  0.88
O 1.891 -1.132 0.129  -0.04
C 1.265 -0.164 -0.263  -0.46
C 2.107 1.102 -0.530  -0.23
C 3.487 1.036 -0.634  -0.03
C 4.213 2.190 -0.890  -0.09
C 3.549 3.405 -1.030  -0.10
C 2.170 3.477 -0.905  -0.09
C 1.438 2.316 -0.655  -0.33
P -0.358 2.239 -0.368  0.98
C -0.889 3.987 -0.657  -0.34
C -0.820 4.472 -1.969  -0.12
C -1.302 5.728 -2.295  -0.10
C -1.898 6.520 -1.319  -0.11
C -2.006 6.037 -0.023  -0.10
C -1.511 4.782 0.306  -0.08
C -0.433 2.204 1.471  -0.37
C 0.558 2.790 2.256  -0.08
C 0.487 2.739 3.640  -0.09
C -0.582 2.102 4.257  -0.10
C -1.576 1.521 3.485  -0.08
C -1.501 1.570 2.099  -0.11
H 3.964 0.071 -0.516  0.11
H 5.292 2.148 -0.975  0.09
H 4.114 4.309 -1.228  0.09
H 1.670 4.433 -0.994  0.10
H -0.381 3.851 -2.743  0.11
H -1.227 6.085 -3.314  0.10
H -2.280 7.501 -1.570  0.09
H -2.480 6.640 0.742  0.10
H -1.602 4.425 1.324  0.10
H 1.398 3.284 1.783  0.10
H 1.273 3.187 4.236  0.10
H -0.629 2.045 5.337  0.09
H -2.401 1.002 3.954  0.10
H -2.265 1.081 1.509  0.08
S -3.605 0.957 -2.097  0.61
C -2.466 0.201 -1.367  -0.94
C 1.998 -5.641 0.210  -0.03
C 0.809 -5.947 -0.651  -0.19
C 0.927 -6.666 -1.828  -0.08
C -0.181 -6.888 -2.630  -0.68
Cl -0.002 -7.808 -4.110  0.60
C -1.415 -6.379 -2.285  -0.11
C -1.551 -5.661 -1.104  0.00
C -0.454 -5.465 -0.276  -0.23
O -0.481 -4.855 0.933  -0.03
C -1.573 -4.021 1.311  -0.08
C -1.330 -2.575 0.863  -0.68
O -1.485 -1.671 1.693  -0.03
O -1.003 -2.460 -0.355  -0.13
H 2.916 -5.987 -0.265  0.07
H 1.910 -6.115 1.190  0.08
H 2.070 -4.567 0.387  0.09
H 1.895 -7.044 -2.133  0.11
H -2.266 -6.529 -2.934  0.10
H -2.515 -5.241 -0.862  0.11
H -1.641 -4.082 2.394  0.12
H -2.512 -4.373 0.880  0.11

[4]
Entry from OMol25: a molecular structure, C29H22N2O2P2S2Zr at a distorted geometry (wB97M-V/def2-TZVPD).

Computed properties:
Net charge: +2
Energy relative to the best compared isomer or geometry (same formula, charge and spin): 0.000 eV
Kohn-Sham gap: 7.6 eV

Last column: Löwdin charge in e.
Cartesian coordinates (Å):
Zr 0.426 -0.221 0.013  1.28
S 2.253 0.960 1.008  0.61
C 0.975 2.218 0.870  -1.00
S -0.694 1.809 0.343  0.67
C 1.267 3.491 1.191  -0.35
C 2.579 3.866 1.637  -0.21
N 3.630 4.144 2.005  0.22
C 0.273 4.525 1.110  -0.21
N -0.547 5.325 1.044  0.22
O -1.024 -1.616 0.635  -0.48
P -0.945 -3.077 0.109  0.82
C -1.351 -3.089 -1.668  -0.28
P -0.247 -2.099 -2.743  0.85
O 0.233 -0.824 -1.978  -0.49
C 1.174 -3.071 -3.182  -0.31
C 0.987 -4.295 -3.824  -0.07
C 2.088 -5.042 -4.208  -0.04
C 3.369 -4.556 -3.969  -0.04
C 3.554 -3.326 -3.351  -0.05
C 2.458 -2.577 -2.953  -0.07
C -1.155 -1.634 -4.183  -0.30
C -2.343 -2.259 -4.562  -0.07
C -2.960 -1.879 -5.743  -0.04
C -2.398 -0.886 -6.531  -0.03
C -1.212 -0.266 -6.154  -0.04
C -0.580 -0.639 -4.982  -0.05
C -2.038 -4.155 0.966  -0.29
C -1.932 -4.183 2.362  -0.05
C -2.753 -5.026 3.085  -0.03
C -3.666 -5.842 2.425  -0.02
C -3.768 -5.816 1.041  -0.04
C -2.955 -4.972 0.302  -0.06
C 0.794 -3.506 0.291  -0.29
C 1.603 -2.664 1.074  -0.16
C 2.970 -2.901 1.150  -0.04
C 3.521 -3.987 0.482  -0.02
C 2.709 -4.852 -0.241  -0.03
C 1.346 -4.610 -0.345  -0.06
H -2.365 -2.684 -1.746  0.10
H -1.362 -4.117 -2.036  0.08
H -0.012 -4.657 -4.045  0.12
H 1.951 -5.990 -4.709  0.12
H 4.229 -5.132 -4.284  0.12
H 4.556 -2.949 -3.192  0.12
H 2.607 -1.612 -2.486  0.11
H -2.791 -3.037 -3.956  0.10
H -3.882 -2.357 -6.045  0.12
H -2.889 -0.591 -7.449  0.13
H -0.780 0.507 -6.774  0.12
H 0.346 -0.162 -4.685  0.12
H -1.222 -3.545 2.876  0.12
H -2.685 -5.052 4.164  0.12
H -4.306 -6.503 2.992  0.13
H -4.482 -6.449 0.533  0.12
H -3.051 -4.954 -0.776  0.10
H 1.176 -1.947 1.778  0.09
H 3.596 -2.269 1.767  0.13
H 4.584 -4.177 0.553  0.13
H 3.136 -5.717 -0.731  0.13
H 0.722 -5.279 -0.925  0.12

Q: The lowest energy relative to the best compared isomer or geometry (same formula, charge and spin) belongs to which entry?
A: C29H22N2O2P2S2Zr

Please write out number 4 again, unchanged.
Entry from OMol25: a molecular structure, C29H22N2O2P2S2Zr at a distorted geometry (wB97M-V/def2-TZVPD).

Computed properties:
Net charge: +2
Energy relative to the best compared isomer or geometry (same formula, charge and spin): 0.000 eV
Kohn-Sham gap: 7.6 eV

Last column: Löwdin charge in e.
Cartesian coordinates (Å):
Zr 0.426 -0.221 0.013  1.28
S 2.253 0.960 1.008  0.61
C 0.975 2.218 0.870  -1.00
S -0.694 1.809 0.343  0.67
C 1.267 3.491 1.191  -0.35
C 2.579 3.866 1.637  -0.21
N 3.630 4.144 2.005  0.22
C 0.273 4.525 1.110  -0.21
N -0.547 5.325 1.044  0.22
O -1.024 -1.616 0.635  -0.48
P -0.945 -3.077 0.109  0.82
C -1.351 -3.089 -1.668  -0.28
P -0.247 -2.099 -2.743  0.85
O 0.233 -0.824 -1.978  -0.49
C 1.174 -3.071 -3.182  -0.31
C 0.987 -4.295 -3.824  -0.07
C 2.088 -5.042 -4.208  -0.04
C 3.369 -4.556 -3.969  -0.04
C 3.554 -3.326 -3.351  -0.05
C 2.458 -2.577 -2.953  -0.07
C -1.155 -1.634 -4.183  -0.30
C -2.343 -2.259 -4.562  -0.07
C -2.960 -1.879 -5.743  -0.04
C -2.398 -0.886 -6.531  -0.03
C -1.212 -0.266 -6.154  -0.04
C -0.580 -0.639 -4.982  -0.05
C -2.038 -4.155 0.966  -0.29
C -1.932 -4.183 2.362  -0.05
C -2.753 -5.026 3.085  -0.03
C -3.666 -5.842 2.425  -0.02
C -3.768 -5.816 1.041  -0.04
C -2.955 -4.972 0.302  -0.06
C 0.794 -3.506 0.291  -0.29
C 1.603 -2.664 1.074  -0.16
C 2.970 -2.901 1.150  -0.04
C 3.521 -3.987 0.482  -0.02
C 2.709 -4.852 -0.241  -0.03
C 1.346 -4.610 -0.345  -0.06
H -2.365 -2.684 -1.746  0.10
H -1.362 -4.117 -2.036  0.08
H -0.012 -4.657 -4.045  0.12
H 1.951 -5.990 -4.709  0.12
H 4.229 -5.132 -4.284  0.12
H 4.556 -2.949 -3.192  0.12
H 2.607 -1.612 -2.486  0.11
H -2.791 -3.037 -3.956  0.10
H -3.882 -2.357 -6.045  0.12
H -2.889 -0.591 -7.449  0.13
H -0.780 0.507 -6.774  0.12
H 0.346 -0.162 -4.685  0.12
H -1.222 -3.545 2.876  0.12
H -2.685 -5.052 4.164  0.12
H -4.306 -6.503 2.992  0.13
H -4.482 -6.449 0.533  0.12
H -3.051 -4.954 -0.776  0.10
H 1.176 -1.947 1.778  0.09
H 3.596 -2.269 1.767  0.13
H 4.584 -4.177 0.553  0.13
H 3.136 -5.717 -0.731  0.13
H 0.722 -5.279 -0.925  0.12